(1)
The following is a quantum chemistry calculation of 2 unconnected molecules or ions with the total composition C2H4BrF2N2 in a non-equilibrium geometry, from the OMol25 dataset.

## Properties
relative energy (zero: lowest compared OMol25 entry of this formula, charge and spin) = 79.13 kcal per mole
orbital gap (spin up / spin down) = 0.226 / 0.358 Ha
electronic energy = -2961.4621 Eh
total charge = +1

Cartesian coordinates (Å):
H -0.7751 -1.8467 -1.5664
H -2.2235 -1.3087 -0.6967
Br 2.0638 0.5854 2.3153
H -2.3947 0.5154 0.2735
F 2.5705 1.4563 -0.2073
C -0.6953 -0.0867 -0.5570
H -0.8971 1.2989 0.9250
F 2.7822 -0.6207 -0.0656
N -1.3557 0.8153 0.0701
N -1.2431 -1.2165 -0.9244
C 2.1680 0.4079 0.4334

Cartesian forces (eV/Å) of the 6 atoms listed first:
H -0.3 0.1 0.2
H -0.2 -0.7 -0.3
Br -0.2 -0.2 -0.7
H 2.2 1.2 -0.3
F -0.6 0.5 0.1
C 1.8 -1.4 0.2

These are the Löwdin partial charges, in e, on atoms 1 to 4: 0.136 0.127 0.873 0.179

=====

(2)
The following is a quantum chemistry calculation of a molecular structure, C22H27N6OOs in a non-equilibrium geometry, from the OMol25 dataset.

## Properties
orbital gap (spin up / spin down) = 0.189 / 0.189 Ha
electronic energy = -1347.9766 Eh
total charge = +3

Cartesian coordinates (Å):
H -0.1443 -0.7285 -2.7705
H 1.2883 -6.0875 -1.6994
C -3.3811 0.3266 -0.7420
H 1.0050 -0.8087 3.8115
C -4.2344 -1.9235 -1.1587
C -1.1774 3.2447 -2.4156
C 0.4606 -0.0399 -3.3632
H -1.4055 -0.4197 3.4874
H 5.2695 0.4482 -1.1306
H 0.4911 -0.4132 -4.3819
C 2.9415 0.2963 -3.5805
H -0.2415 1.7657 -4.2435
H 0.7046 0.7437 3.0397
H -1.0089 -5.1401 -1.7691
C 1.0918 -5.0823 -1.3511
C 3.1856 0.0826 -0.8833
C 0.6306 -0.3354 2.9065
N 1.4190 -0.7241 1.7117
H -2.1428 -0.3359 1.1840
N -0.1696 1.2704 -3.3662
C -0.3964 -3.2323 -0.9809
C -0.6045 1.8741 -2.2791
C 1.9121 -2.9730 -0.4424
C 4.3146 0.3297 -1.6270
H -6.3322 -2.0734 -1.4845
H -0.3664 3.9703 -2.2976
H 2.2909 -0.2056 1.7147
H -1.6303 3.4012 -3.3927
N -1.8379 -1.5397 -0.8074
H -1.1194 0.8956 1.4902
C -4.6570 0.8239 -0.8548
H 2.7563 -2.4031 -0.0700
H 5.0716 0.5743 -3.6283
H 1.6489 -1.7152 1.7672
N -1.1700 -0.1177 1.3859
H 3.2514 0.0223 0.1883
H 2.8164 0.3954 -4.6514
C 0.6530 -2.4013 -0.5012
H 3.1390 -4.6936 -0.7933
N 1.9673 -0.0893 -1.4400
C 1.8474 0.0376 -2.7849
N -1.6475 -2.7552 -1.0719
C -0.7728 -0.7394 2.6604
C -5.7254 -0.0387 -1.1130
C 2.1365 -4.2872 -0.8537
C -3.1550 -1.0521 -0.8966
H -4.8445 1.8833 -0.7394
C 4.1998 0.4183 -3.0061
H -6.7301 0.3562 -1.1913
C -0.1707 -4.5635 -1.3999
O -0.5353 1.3198 -1.1320
H -1.9056 3.4397 -1.6327
H -2.5459 0.9863 -0.5543
Os 0.2358 -0.4643 -0.2668
C -5.5042 -1.4102 -1.2732
H -4.0419 -2.9818 -1.2622
H -0.8687 -1.8212 2.5700

Cartesian forces (eV/Å) of the 6 atoms listed first:
H -0.2 -0.2 -0.1
H 0.0 0.0 0.1
C 0.5 -0.6 0.0
H 0.2 0.0 0.0
C 0.8 0.0 0.2
C 0.1 0.1 0.2

These are the Löwdin partial charges, in e, on atoms 1 to 4: 0.099 0.134 -0.060 0.152

=====

(3)
The following is a quantum chemistry calculation of C10H8 in the gas phase in a non-equilibrium geometry, from the OMol25 dataset.

## Properties
relative energy (zero: lowest compared OMol25 entry of this formula, charge and spin) = 231.37 kcal per mole
orbital gap (spin up / spin down) = 0.261 / 0.258 Ha
electronic energy = -385.4184 Eh
total charge = 0

Cartesian coordinates (Å):
C 2.6563 0.1400 0.0511
C -0.6616 1.7176 0.1739
H -3.7225 -1.2584 -0.1477
C 1.1978 -2.0325 0.0704
C -1.8750 -0.4858 0.5018
H 3.4249 0.5605 -0.5721
C -2.7074 -1.2830 -0.3621
H -2.4568 -2.4074 -0.3821
H 1.1132 2.6986 0.5393
H 2.7845 0.5891 1.0406
H -1.6974 -0.7998 1.5392
H 1.0790 2.3090 -1.1507
C 0.6442 -0.7073 -0.0320
C 0.6900 1.9665 -0.1985
C -1.3037 0.6994 0.3743
C 2.2339 -1.2403 0.0833
H -2.5405 -0.9731 -1.4111
C 1.1411 0.5069 -0.1177

Cartesian forces (eV/Å) of the 6 atoms listed first:
C -1.2 1.3 0.9
C -1.3 1.4 -0.9
H -2.0 0.4 0.6
C 1.7 -0.3 0.1
C 1.1 -1.0 2.9
H 0.1 -0.4 -0.7

These are the Löwdin partial charges, in e, on atoms 1 to 4: -0.066 -0.027 0.052 0.059

=====

(4)
The following is a quantum chemistry calculation of 2 unconnected molecules or ions with the total composition C4H9N2O2 in a non-equilibrium geometry, from the OMol25 dataset.

## Properties
relative energy (zero: lowest compared OMol25 entry of this formula, charge and spin) = 138.92 kcal per mole
orbital gap = 0.128 Ha
electronic energy = -417.6612 Eh
total charge = -1

Cartesian coordinates (Å):
C 6.6545 0.3755 0.1937
N 0.0025 -1.3725 0.8298
C -1.7437 0.3255 0.1142
H -2.1987 0.1061 1.0919
C -0.7382 -0.9816 -0.2000
O 6.9952 1.3275 0.9208
H -4.3079 1.3099 0.1967
H -4.4165 -0.4465 0.0677
H -1.3264 -1.8431 -0.5335
H 5.6019 -0.0023 0.4001
H -0.1827 -0.6315 -1.0747
C -3.9899 0.4521 -0.4101
H -1.0598 1.1687 0.2676
O 7.2721 -0.2275 -0.7051
N -2.6426 0.5568 -0.8326
H -4.6843 0.5711 -1.2459
H 0.7646 -0.6881 0.9195

Cartesian forces (eV/Å) of the 6 atoms listed first:
C -0.2 -0.1 0.1
N -0.2 1.1 0.3
C -2.5 3.0 1.8
H 0.3 -0.3 0.1
C 2.5 -3.8 -1.7
O 0.2 0.2 0.0

These are the Löwdin partial charges, in e, on atoms 1 to 4: -0.745 0.073 -0.275 0.108

=====

(5)
The following is a quantum chemistry calculation of 5 unconnected molecules or ions with the total composition C3H17N2O5 in a non-equilibrium geometry, from the OMol25 dataset.

## Properties
⟨S²⟩ = 0.756
orbital gap (spin up / spin down) = 0.377 / 0.155 Ha
electronic energy = -609.5087 Eh
spin multiplicity = 2
total charge = +2

Cartesian coordinates (Å):
C -1.5982 -0.0120 -0.5821
H 1.1461 -1.8213 1.1245
H 0.5299 0.0089 -0.4059
C 0.0913 0.3824 -2.4274
O 2.2371 1.5176 1.8715
N -0.2044 -0.2175 -1.0873
H -2.0441 -0.9571 -0.3080
H -2.2023 0.3580 -1.4116
H 3.1902 1.9056 -1.0426
H -2.7383 1.8982 1.9744
H -0.5672 -0.0814 -3.1580
H -1.7200 -3.3687 0.4941
C -1.6528 0.9780 0.5729
H -0.8232 -3.1190 1.7416
O 2.6402 1.1349 -0.8432
O 1.7331 -1.9242 0.3712
O -1.1436 -2.7267 0.9222
H -0.0959 1.4546 -2.3984
H -3.6214 0.8357 0.8546
H 2.4612 1.1945 0.1213
N -2.7500 1.2089 1.2258
O -0.5436 1.4803 0.8937
H 2.6258 0.9138 2.5225
H -0.1152 -1.2384 -1.1595
H 1.1472 0.2049 -2.6099
H 1.3607 1.6819 2.2471
H 2.6574 -1.6922 0.4965

Cartesian forces (eV/Å) of the 6 atoms listed first:
C 0.3 0.5 -0.8
H 0.9 -0.1 0.4
H 0.2 0.1 -0.1
C 0.1 0.4 0.0
O -0.5 -0.5 0.4
N -0.6 -1.0 0.0

These are the Löwdin partial charges, in e, on atoms 1 to 4: 0.011 0.023 0.117 0.037

=====

(6)
The following is a quantum chemistry calculation of 7 unconnected molecules or ions with the total composition C10H37BO11 in a non-equilibrium geometry, from the OMol25 dataset.

## Properties
relative energy (zero: lowest compared OMol25 entry of this formula, charge and spin) = 8.48 kcal per mole
⟨S²⟩ = 0.754
orbital gap (spin up / spin down) = 0.344 / 0.117 Ha
electronic energy = -1255.0613 Eh
spin multiplicity = 2
total charge = +1

Cartesian coordinates (Å):
C 0.3300 0.4956 -4.5069
H -4.0215 2.3440 1.0283
H -1.8815 -0.6405 3.0211
H -0.4552 0.3472 -1.8488
C 1.9549 1.7653 1.1420
H -2.1148 0.9658 -1.6040
B -1.0603 1.1727 -1.5072
H 4.6400 -0.4511 -2.7250
H 0.7091 -1.2511 -0.0583
H -0.3782 -0.3090 -0.6156
H 2.0110 -1.6632 -5.2142
H 3.9255 -1.4505 -0.3506
H 2.7214 2.4866 1.4253
O 2.5543 0.7283 0.4542
O -2.6626 -1.1232 4.7875
H 1.7469 0.4223 -6.2303
H 2.9569 -0.0915 -2.7562
O -0.8048 -0.3383 -4.1086
H -2.9017 1.3458 3.4516
H -0.8720 1.3858 -0.4663
H 1.2163 2.1101 0.4183
O 2.0486 -1.9088 -0.9611
H -4.0114 2.9875 4.3499
H -0.0479 -0.2274 0.8836
H 1.6292 -2.6814 -1.3468
H -0.9927 -0.0649 -3.2078
H -0.8928 -2.6450 2.4172
H -0.7999 2.0645 -2.0559
C 3.3995 -1.6643 -1.2811
H -0.5689 1.1790 2.3732
H 3.8283 -2.6453 -1.4862
O -4.1735 2.8986 3.4079
H -3.6553 0.5722 1.1139
H -2.9909 -1.9661 2.9017
H 0.2529 0.1622 -6.6238
H -1.8795 1.8789 0.5060
H 2.7644 -2.4580 -3.7693
C -0.9342 -2.3783 3.4733
C 1.3463 1.1342 2.4343
C -3.8402 1.5847 2.9514
O 0.1095 0.5179 2.2170
C -2.2008 -1.5514 3.5276
H -1.0333 -3.2411 4.1320
O 1.2190 -1.5518 -5.7452
O -2.0657 1.9485 1.4452
H 3.3149 0.4657 0.9778
C -3.4215 1.5649 1.4986
H 1.9810 0.4034 2.9355
H -1.9374 -1.3071 5.3890
H 1.2089 1.9151 3.1822
H -4.5272 0.7935 3.2518
C 3.6588 -0.9150 -2.6245
H -0.0189 1.5169 -4.6597
O 3.5042 -1.8474 -3.8089
O -0.1325 -0.8375 0.1472
H 0.8534 0.5617 -3.5531
C 0.8862 -0.0576 -5.7644
O 0.2167 -1.6725 3.9902
H 0.2893 -0.7796 3.6450

Cartesian forces (eV/Å) of the 6 atoms listed first:
C -1.3 -1.9 0.0
H -0.2 -0.2 -0.5
H -0.2 0.3 -0.5
H 2.6 -3.4 -1.4
C -0.4 -0.8 1.5
H -3.9 -1.0 -0.6

These are the Löwdin partial charges, in e, on atoms 1 to 4: -0.073 0.133 0.078 -0.051